Below is C6H6 in the gas phase, with properties calculated with ωB97M-V/def2-TZVPD.

The geometry in XYZ format:
```
12
Properties=species:S:1:pos:R:3:forces:R:3
C -0.9602 0.8917 -0.4684 -0.5 -0.5 0.9
C -1.0220 0.3538 0.8536 -0.2 -0.4 -0.2
C 0.0950 0.5221 -1.3232 -1.9 0.6 0.9
C -0.1275 -0.6435 1.2673 -0.6 1.1 -0.3
C 1.0684 -0.3059 -0.7699 2.2 0.6 -3.2
C 0.9382 -0.9447 0.4435 0.9 0.4 -0.2
H -0.2882 -1.0465 2.2570 0.3 -0.3 0.0
H 2.0484 -0.3455 -1.4373 -2.0 -0.6 1.7
H -1.7855 1.5348 -0.8212 0.7 -0.3 0.2
H -0.0075 0.8967 -2.3639 0.9 -0.4 0.8
H -1.7645 0.6036 1.6425 0.2 0.2 -1.2
H 1.8054 -1.5165 0.7200 -0.1 -0.5 0.5
```
Forces are in eV/Å.

- electronic energy (eV) = -6318.5729
- largest force on an atom (eV Å⁻¹) = 3.93
- SMILES = c1ccccc1
- Kohn-Sham gap (Eh) = 0.382



Below is a molecular structure, C6H6, with properties calculated with ωB97M-V/def2-TZVPD.

The geometry in XYZ format:
```
12
Properties=species:S:1:pos:R:3:forces:R:3
C -0.2272 1.3828 0.2838 -0.9 0.8 0.0
C -0.4421 -0.1050 0.4662 0.0 0.0 0.0
C 2.1756 -0.0307 0.2335 -0.5 -0.6 0.2
C -0.7321 2.5442 0.2419 0.7 -0.5 0.0
C 0.9731 -0.2991 0.4192 0.5 0.0 0.0
C -1.2124 -0.8051 -0.6531 -0.1 0.0 -0.1
H -0.8449 -0.4683 -1.6257 0.0 0.0 0.2
H -2.2711 -0.5511 -0.5740 0.1 0.0 0.0
H 3.0696 -0.6322 0.1939 0.3 0.7 -0.1
H 1.4576 1.1662 0.1316 0.1 -0.4 0.0
H -0.8437 -0.3097 1.4632 0.0 0.0 -0.1
H -1.1024 -1.8918 -0.5805 -0.1 0.1 0.0
```
Forces are in eV/Å.

- electronic energy (eV) = -6310.2108
- largest force on an atom (eV Å⁻¹) = 1.25
- Kohn-Sham gap (Eh) = 0.299



Below is C6H6 in the gas phase, with properties calculated with ωB97M-V/def2-TZVPD.

The geometry in XYZ format:
```
12
Properties=species:S:1:pos:R:3:forces:R:3
C -0.3545 -2.1115 1.3875 -1.5 2.1 -2.7
C 1.0189 2.0717 -1.0157 -1.4 1.3 -0.4
C 0.9533 -0.4207 -0.1903 -0.4 -0.1 -0.4
C 0.7661 0.8891 -0.4901 -0.9 -1.3 -0.2
C -0.6986 0.0939 -0.2527 -1.6 -0.6 -1.8
C 0.0163 -1.1735 0.4684 -0.4 0.6 1.7
H -1.4659 -0.0619 -1.1836 2.5 0.0 2.0
H 0.2623 -2.8490 1.7658 1.5 -0.9 0.8
H 2.0258 2.4897 -0.9406 -0.5 0.0 -0.3
H -1.2182 0.7445 0.4605 0.7 -0.4 0.3
H -1.4191 -2.3095 1.4561 0.1 0.1 0.1
H 0.1137 2.6372 -1.4653 2.0 -0.8 0.9
```
Forces are in eV/Å.

- electronic energy (eV) = -6312.7742
- largest force on an atom (eV Å⁻¹) = 3.74
- Kohn-Sham gap (Eh) = 0.285



Below is C6H6 in the gas phase, with properties calculated with ωB97M-V/def2-TZVPD.

The geometry in XYZ format:
```
12
Properties=species:S:1:pos:R:3:forces:R:3
C 2.9869 -0.0002 0.4073 -0.5 -0.1 0.1
C 1.8110 -0.1429 0.6223 0.5 0.1 -0.1
C -0.3700 -0.4627 -0.4923 0.0 0.0 -0.1
C -2.8024 0.5783 -0.5380 0.3 -0.2 0.0
C -1.6566 -0.0292 -0.7258 -0.3 0.0 0.3
C 0.3696 -0.3286 0.8226 0.0 0.1 0.0
H -0.0422 0.4989 1.4091 0.1 -0.1 -0.1
H -3.6850 0.0191 -0.2200 0.1 0.0 0.0
H -1.0530 0.4905 -1.5805 0.1 0.1 -0.1
H 0.1998 -1.2439 1.4106 0.0 0.1 -0.1
H 4.0305 0.1325 0.2222 -0.2 0.0 0.0
H 0.2040 -0.8768 -1.3173 -0.1 0.0 0.1
```
Forces are in eV/Å.

- electronic energy (eV) = -6311.8118
- largest force on an atom (eV Å⁻¹) = 0.52
- Kohn-Sham gap (Eh) = 0.295



Below is C6H6 in the gas phase, with properties calculated with ωB97M-V/def2-TZVPD.

The geometry in XYZ format:
```
12
Properties=species:S:1:pos:R:3:forces:R:3
C 0.4702 -0.2808 0.0667 -2.7 1.2 0.8
C 2.8608 -0.3567 -0.1375 2.7 -1.0 0.5
C -2.0409 0.0882 -0.0123 2.7 0.9 -0.2
C 1.8184 0.3492 0.1371 -3.5 0.5 0.4
C -0.6403 0.5564 -0.1140 0.8 0.0 -0.4
C -3.1687 -0.2932 0.0522 0.6 0.1 -0.2
H 1.7867 1.3927 0.5226 0.5 -0.8 -0.7
H 2.8468 -1.4457 -0.3361 -0.1 0.9 -0.1
H 0.3320 -1.3946 0.3802 0.2 2.2 -0.9
H -4.0555 -0.7819 -0.1256 -1.6 -0.5 0.1
H -0.5081 1.7103 -0.4565 -0.2 -3.0 1.1
H 3.8009 0.1411 0.0621 0.4 -0.4 -0.4
```
Forces are in eV/Å.

- electronic energy (eV) = -6315.2528
- largest force on an atom (eV Å⁻¹) = 3.57
- SMILES = C#C/C=C/C=C
- Kohn-Sham gap (Eh) = 0.337



Below is C6H6 in the gas phase, with properties calculated with ωB97M-V/def2-TZVPD.

The geometry in XYZ format:
```
12
Properties=species:S:1:pos:R:3:forces:R:3
C -0.8655 0.4179 -0.0078 -3.1 1.0 0.6
C -1.2280 -0.9716 0.6124 -0.1 -0.6 0.0
C -0.4214 -1.6634 -0.2478 -0.6 1.1 -0.4
C -1.5758 1.5100 -0.2374 1.1 1.0 -0.5
C 0.2369 -0.3531 -0.1849 2.4 -2.7 -1.0
C 1.6323 -0.1498 0.2571 3.6 0.8 1.0
H 2.3295 -1.0866 0.0862 -1.5 1.9 -0.1
H -2.5632 1.7923 0.0851 -0.2 -0.7 0.5
H 2.1279 0.8229 -0.2246 -1.1 -2.2 0.7
H 1.8079 0.0319 1.3846 -0.9 -0.2 -1.5
H -0.3671 -2.6741 -0.7145 0.3 1.1 0.8
H -1.1135 2.3237 -0.8084 0.0 -0.4 0.0
```
Forces are in eV/Å.

- electronic energy (eV) = -6313.4920
- largest force on an atom (eV Å⁻¹) = 3.78
- SMILES = C=C1C2=C[C@@]12C
- Kohn-Sham gap (Eh) = 0.343